No. 1
115
Properties=species:S:1:pos:R:3:lowdin_charge:R:1 method="wB97M-V/def2-TZVPD" smiles="C=C[C@@](C[C@@H](C)Cl)(O[C@@](CCCCO)([PH2]=N)[C@](N(Br)CN)(P(C)C)P(O)O)S(=O)(=O)C(F)(F)F.COCCOC.COCCOC.COCCOC" homo_energy_ha=-0.24679 energy_ev=-188507.4171 gap_ha=0.2489
Br -3.01012 -1.70418 -5.28070 0.834
Cl 3.73745 1.18024 -1.50582 0.640
S 0.65048 -1.23812 0.71599 0.825
P -1.54970 -4.31904 -1.87089 0.935
P -3.60335 -1.88776 -1.31426 0.973
P -0.01839 -2.45688 -4.10158 0.787
F 2.87961 0.09658 1.33393 0.112
F 3.12963 -2.08998 1.44849 0.129
F 1.90291 -1.04342 2.93034 0.131
O -1.74724 5.89272 -1.13695 -0.198
O 3.94909 4.66518 3.75757 -0.188
O -1.91007 -5.53203 -2.86700 -0.300
O -0.11621 -2.25265 1.39463 -0.265
O -2.23324 -4.64023 -0.40290 -0.290
O -0.43721 -1.90017 -1.41228 -0.217
O -4.84680 2.98284 -2.33952 -0.070
O 3.27924 -3.64473 5.99255 -0.184
O -0.16769 8.03145 0.12881 -0.188
O 2.41232 -5.63950 4.00933 -0.186
O 0.10275 0.10370 0.76882 -0.286
O 1.33420 4.21697 2.50488 -0.197
N -4.55032 -4.72914 -3.12288 0.033
N -2.99767 -2.98293 -3.84223 -0.498
N -0.29090 -3.92080 -4.59724 -0.274
C 1.74578 -2.95887 -1.12367 -0.139
C 0.90393 -1.69814 -1.10255 -0.471
C 1.55429 5.02558 3.64722 -0.210
C -4.40501 -3.44790 -3.76456 -0.414
C -1.21595 -0.19342 -2.91092 -0.183
C -2.74866 1.72234 -2.19711 -0.167
C -0.88441 5.71575 -0.01970 -0.200
C -1.07960 -1.73913 -2.69693 -0.535
C 2.27714 -1.07162 1.63533 -0.606
C -4.75846 -3.09610 -0.57261 -0.285
C 1.64232 -0.48719 -1.70811 -0.199
C -2.38902 -2.58516 -2.57979 -0.623
C 1.47176 2.83088 2.78178 -0.100
C 1.30653 -5.95589 4.83423 -0.109
C -4.18529 1.89517 -1.69508 -0.262
C 3.79378 -0.99320 -3.02277 -0.136
C 2.93262 5.64462 3.63231 -0.204
C -2.52876 0.55642 -3.18030 -0.261
C -1.04543 6.14702 -2.34158 -0.112
C 3.62660 -3.62980 4.61828 -0.202
C -1.07259 8.98646 -0.39071 -0.113
C 3.18200 -0.53510 -1.70862 -0.686
C 1.58557 -4.01908 -0.31490 0.050
C -0.80093 6.96661 0.82068 -0.198
C 2.54939 -4.24944 3.75735 -0.208
C 4.56804 4.33079 2.52940 -0.109
C 3.91249 -4.67585 6.72530 -0.112
C -2.89576 -0.85441 0.00225 -0.249
H 3.42416 -4.73344 7.69642 0.089
H 1.50627 2.29644 1.83438 0.071
H -1.77294 6.47037 -3.08447 0.089
H 1.59658 -3.73295 3.90872 0.127
H 3.59617 -1.07416 -0.86377 0.084
H -1.79958 7.26534 1.15481 0.129
H -1.29996 4.91028 0.59277 0.126
H -4.44959 -4.13129 -0.58307 0.000
H 1.34764 0.42356 -1.19654 0.083
H 1.41483 -6.99479 5.14138 0.088
H -0.29806 6.93278 -2.21036 0.083
H 0.80914 5.82826 3.63151 0.113
H -4.96291 -2.77465 0.44704 0.049
H -4.77186 0.99271 -1.84640 0.096
H 3.07034 6.23159 2.71877 0.127
H -1.48641 9.60679 0.41198 0.088
H 3.82020 -5.64233 6.22418 0.084
H -0.51660 9.62584 -1.07419 0.089
H -3.42442 -0.04806 -3.20204 0.019
H -5.70012 -3.02916 -1.11437 0.025
H 1.40764 4.44667 4.56398 0.128
H 2.34152 -4.79410 -0.31755 0.080
H 0.11384 5.40926 -0.34309 0.127
H 3.75132 -2.58226 4.32852 0.116
H 5.16629 3.43718 2.69821 0.088
H 2.39010 2.62746 3.33831 0.088
H 3.02495 6.32220 4.48687 0.126
H 4.84698 -0.73590 -3.06020 0.072
H -0.52243 0.07708 -3.71128 0.085
H 1.27425 -5.32438 5.72524 0.085
H 1.31535 -2.27607 -3.70420 0.007
H -2.14426 -5.21875 -3.74981 0.023
H 4.97325 -4.44824 6.87862 0.088
H 0.53547 -4.49603 -4.49391 -0.015
H -0.19582 6.74848 1.70514 0.109
H -2.10071 1.62055 -1.32548 0.095
H -2.70450 -1.43842 0.90368 0.046
H 5.22861 5.13847 2.19523 0.089
H 0.61165 2.46671 3.35391 0.096
H 0.36708 -5.84801 4.28132 0.089
H -2.90096 -5.33873 -0.41140 0.050
H -5.29997 -4.73648 -2.45387 0.057
H -0.22886 -1.49757 -5.09856 -0.020
H -2.48927 2.65592 -2.67393 0.106
H -0.55106 5.24103 -2.70528 0.085
H -4.74252 -3.51103 -4.79651 0.072
H 1.35074 -0.32500 -2.74185 0.091
H 3.29101 -0.46307 -3.83066 0.082
H 3.83142 4.12137 1.75002 0.083
H 0.75108 -4.15866 0.35352 0.059
H -5.07006 -2.71541 -3.30432 0.082
H -4.67312 -5.47888 -3.78118 0.085
H -4.69986 3.76461 -1.80706 0.076
H -0.77581 0.26299 -2.03044 0.088
H 2.82977 -4.14082 2.70729 0.107
H 3.65716 -2.05813 -3.19531 0.065
H -1.96070 -0.38176 -0.25495 0.001
H 2.49450 -3.02720 -1.90021 0.084
H 4.57996 -4.14218 4.45474 0.129
H -4.14222 2.11589 -0.62746 0.108
H -2.45955 1.01764 -4.16393 0.092
H -1.89127 8.51184 -0.93733 0.083
H -3.62495 -0.09086 0.26308 0.036


No. 2
12
Properties=species:S:1:pos:R:3:lowdin_charge:R:1 method="wB97M-V/def2-TZVPD" homo_energy_ha=-0.48545 total_charge=+1 energy_ev=-24320.4380 de_lowest_ev=0.402 gap_ha=0.3430
S 0.33215 -0.43232 1.13133 0.385
S -0.15729 0.80106 -0.46917 0.391
N -0.80223 -2.28456 -1.18622 0.253
C 0.72835 2.38148 0.00004 -0.400
H -0.36459 -3.21104 -1.16046 0.157
H 0.07444 3.19698 0.25175 0.034
H -0.18766 -1.55797 -0.71057 -0.040
H -0.92484 -0.39400 1.65596 -0.145
H -1.13310 -2.03354 -2.11961 0.152
H 1.42304 2.06723 0.77388 0.011
H 1.46364 2.76409 -0.72856 0.051
H -1.66938 -2.38524 -0.64412 0.151


No. 3
18
Properties=species:S:1:pos:R:3:lowdin_charge:R:1 method="wB97M-V/def2-TZVPD" smiles="CC[NH2+]CC(N)=O" homo_energy_ha=-0.54942 total_charge=+1 energy_ev=-9348.3678 de_lowest_ev=0.489 gap_ha=0.4353
O -1.34278 0.21724 1.13922 0.073
N -2.39663 -1.17463 -0.29248 0.210
N 1.07056 -0.30435 0.46089 0.033
C 0.04153 -0.90955 -0.42807 -0.026
C 2.07844 0.60674 -0.20961 -0.158
C 1.46137 1.95446 -0.53288 -0.053
C -1.32110 -0.57282 0.21095 -0.505
H -3.26409 -0.91722 0.14954 0.138
H 1.55612 -1.02942 1.00808 0.192
H 0.20312 -1.97172 -0.51780 0.142
H 2.91510 0.71638 0.46710 0.130
H 2.38801 0.10416 -1.12604 0.132
H 0.68198 1.85931 -1.28296 0.082
H 2.25215 2.60308 -0.87124 0.091
H 0.05479 -0.36621 -1.37727 0.142
H 0.49708 0.24583 1.15241 0.154
H -2.38596 -1.74037 -1.12469 0.130
H 0.99618 2.42382 0.33347 0.094


No. 4
76
Properties=species:S:1:pos:R:3:lowdin_charge:R:1 method="wB97M-V/def2-TZVPD" homo_energy_ha=-0.00332 total_charge=-2 energy_ev=-119643.1290 de_lowest_ev=1.292 gap_ha=0.0570
Sr -0.59197 0.95754 -1.02286 1.345
S -4.18729 -4.31037 -6.08184 0.972
S 3.83736 0.72164 4.78742 0.352
S 3.30230 -2.71346 9.31481 0.355
S 0.41100 0.90585 5.79438 0.556
S 1.45052 -0.64840 8.11426 0.776
S 4.21937 -0.61903 7.36647 0.752
O 0.03194 5.11497 -2.73874 -0.036
O 1.12838 2.72148 3.67478 -0.063
O 0.12765 3.09007 0.26940 -0.267
O 6.22122 -0.10101 -0.29380 0.008
O -0.52675 2.91585 -2.38293 -0.277
O 0.07080 1.23046 2.26317 0.016
N -0.32977 -1.31252 -2.37547 0.056
N -4.64787 -2.85263 -5.44443 -0.227
N 4.84841 0.55003 1.39668 0.195
N -2.43877 0.47685 -2.88382 0.066
N 2.02490 1.01216 -1.74772 -0.010
N -2.77182 -4.44440 -5.21440 -0.225
C -3.43508 -2.31423 1.73496 -0.065
C -2.15306 1.01802 0.85604 -0.210
C -2.54471 -0.84080 -3.19776 -0.154
C -3.36323 1.37608 -3.34501 -0.045
C -2.45943 -0.89601 3.63332 -0.089
C -3.75324 -1.25913 -3.82977 -0.080
C 2.49790 1.38630 -2.93152 -0.125
C 1.71269 0.13919 6.49471 -1.161
C 3.11774 0.10627 6.14428 -1.281
C 2.89161 0.84650 -0.72536 -0.073
C 4.25469 1.05221 -0.89929 -0.105
C 0.63662 3.44926 1.59262 -0.112
C 2.99906 -1.34969 8.44876 -1.560
C -1.48926 -1.73806 -3.00209 -0.128
C -3.79043 -2.52824 -4.50047 -0.318
C -2.33228 -1.31285 2.19238 -0.630
C 0.01209 4.07223 -2.05202 -0.603
C 3.76384 1.94368 -3.06824 -0.060
C -2.68473 -3.42948 -4.36993 -0.277
C 0.67191 -2.15745 -2.18779 -0.124
C 0.66527 2.28878 2.49408 -0.530
C -4.74978 -0.35226 -4.18584 -0.006
C 0.62829 -3.46817 -2.61358 -0.028
C 5.16948 0.43964 0.10803 -0.506
C -0.51100 -3.94523 -3.26342 0.008
C -2.27993 -0.07822 1.42019 -0.292
C 0.55062 4.21724 -0.55531 -0.129
C 4.67398 1.67883 -2.10654 -0.002
C -4.56645 0.98849 -3.96213 -0.021
C -0.89596 -1.97585 2.03416 -0.046
C -1.56996 -3.08148 -3.46250 -0.074
H -3.28275 -3.33106 2.15096 0.072
H 4.00280 2.49249 -3.97614 0.112
H -3.40620 -2.40021 0.67022 0.043
H -5.31295 1.71421 -4.23921 0.106
H 0.91102 2.04280 4.55075 -0.067
H -5.61560 -0.77387 -4.65153 0.108
H -0.04841 -1.38587 2.44971 0.089
H -0.60817 -4.95934 -3.67220 0.125
H 1.66704 3.78355 1.46198 0.130
H -2.48345 -1.78135 4.30977 0.086
H 1.83184 1.38130 -3.78191 0.115
H -1.59317 -0.27018 3.88965 0.045
H 5.52736 0.37140 2.14286 0.110
H 2.51013 0.30564 0.16397 0.140
H -0.91620 -2.93353 2.52358 0.058
H -3.40722 -0.33768 3.92318 0.100
H -0.05740 4.23159 2.00546 0.163
H -4.47115 -1.99217 2.03509 0.087
H 3.98614 0.92516 1.76218 0.072
H -0.67614 -2.12912 0.94065 0.068
H 0.25519 5.20506 -0.08480 0.135
H 1.48936 -4.11083 -2.38577 0.119
H -3.05922 2.41534 -3.22845 0.119
H 5.70597 2.01428 -2.24880 0.127
H 1.63976 4.38064 -0.69151 0.119
H 1.56455 -1.82884 -1.70998 0.104